(1)
Below is AgFO2S as an isolated structure, with properties calculated with ωB97M-V/def2-TZVPD.

Cartesian coordinates (Å):
Ag1 -1.7796 0.4335 -0.3828
F1 1.5397 -1.2807 0.1300
S1 1.4897 0.3008 0.4980
O1 0.2097 0.8087 -0.0702
O2 -3.1839 -0.5400 0.2376

Frontier orbital gap (alpha / beta) (eV): 8.88 / 5.61
2S+1: 3
Expectation value of S²: 2.013
E_LUMO (alpha / beta) (eV): -0.370 / -2.827
Charge: 0



(2)
Below is C22H41N2O2P3Zr as an isolated structure, with properties calculated with ωB97M-V/def2-TZVPD.

Cartesian coordinates (Å):
P1 -4.1813 0.3652 -1.7767
C1 -4.5794 1.6411 -0.4973
H1 -5.5766 1.5569 -0.0428
H2 -4.4563 2.6351 -0.9397
H3 -3.8313 1.5790 0.3090
C2 -4.5128 1.1710 -3.3825
H4 -3.9744 0.6081 -4.1607
H5 -4.0991 2.1871 -3.4078
H6 -5.5767 1.2065 -3.6371
C3 -5.4565 -0.9319 -1.5897
H7 -6.4508 -0.6080 -1.9006
H8 -5.4754 -1.2641 -0.5469
H9 -5.1645 -1.8072 -2.1814
P2 0.4360 -2.6965 2.7894
C4 0.0739 -1.5548 4.1715
H10 0.0551 -2.0630 5.1528
H11 -0.8852 -1.0297 4.0160
H12 0.8461 -0.7667 4.1769
C5 -0.6950 -4.1083 3.0661
H13 -0.4326 -4.8952 2.3427
H14 -1.7062 -3.7565 2.8213
H15 -0.6713 -4.5128 4.0901
C6 2.0547 -3.4351 3.2468
H16 1.9967 -4.0454 4.1562
H17 2.7716 -2.6169 3.3754
H18 2.4119 -4.0593 2.4176
P3 3.5784 2.0677 -1.2297
C7 3.6179 3.3520 0.0740
H19 4.5678 3.9029 0.1215
H20 3.4275 2.9029 1.0601
H21 2.7920 4.0590 -0.0819
C8 5.2779 1.4063 -1.3466
H22 6.0534 2.1770 -1.4386
H23 5.3497 0.7044 -2.1912
H24 5.4909 0.8114 -0.4475
C9 3.3579 3.0214 -2.7895
H25 4.3172 3.2237 -3.2759
H26 2.8264 3.9676 -2.6302
H27 2.7421 2.4243 -3.4782
Zr1 0.3254 -0.4638 -0.7838
C10 -1.4791 -0.9138 0.7709
O1 -2.4109 -0.9643 1.4555
C11 1.8641 -0.2326 1.0216
O2 2.6000 0.0477 1.8793
C12 1.9097 -1.7119 -1.7564
C13 1.4677 -0.7266 -2.6704
C14 0.0867 -0.6401 -2.9952
C15 -0.8402 -1.5245 -2.3795
C16 -0.3923 -2.4762 -1.4373
C17 0.9846 -2.5739 -1.1296
H28 2.9703 -1.7931 -1.5343
H29 2.1688 -0.0147 -3.0940
H30 -0.2492 0.0830 -3.7257
H31 -1.9084 -1.4398 -2.6000
H32 -1.1053 -3.1552 -0.9776
H33 1.3333 -3.2987 -0.3917
C18 -0.9624 4.9597 -2.0611
C19 -0.7204 3.8433 -1.1256
C20 -0.7404 3.7753 0.2499
C21 -0.4519 2.4875 0.6455
N1 -0.2451 1.7611 -0.4900
N2 -0.4158 2.6145 -1.5417
C22 -0.3820 1.9585 2.0253
H34 -1.9481 5.4152 -1.8535
H35 -0.2152 5.7614 -1.9105
H36 -0.9409 4.6784 -3.1314
H37 -0.9524 4.5894 0.9206
H38 -0.3262 2.3204 -2.5131
H39 -0.9908 2.6119 2.6646
H40 -0.7865 0.9571 2.1508
H41 0.6244 1.9746 2.4484

Frontier orbital gap (alpha / beta) (eV): 3.37 / 3.37
Energy above the lowest of the compared OMol25 structures with the same formula, charge and spin (kcal/mol): 32.2
E_LUMO (alpha / beta) (eV): -15.550 / -15.549
Charge: +4